Molecular formula: C24H34N4O2
Method: DFT, wB97M-V/def2-TZVPD

Values from the calculation:
relative energy (zero: lowest compared OMol25 entry of this formula, charge and spin): 0.0 kJ/mol
HOMO energy: -7.43 eV
SMILES: CCCCNC(=O)CCC(=O)Nc1ccc2nc(N3CCC(C)CC3)cc(C)c2c1

Geometry as ORCA input:
```
! wB97M-V def2-TZVPD RIJCOSX def2/J DEFGRID3
* xyz 0 1
C -1.22643 -1.33484 -5.56816
C -0.09108 -1.05668 -4.59043
C 0.14214 -2.20151 -3.60689
C 0.62774 -3.48702 -4.28164
N 1.02748 -4.46775 -3.29852
C 0.26029 -5.52944 -2.97857
O -0.72034 -5.87199 -3.60878
C 0.73650 -6.27409 -1.73463
C -0.00997 -5.72346 -0.51432
C 0.33931 -4.26120 -0.26468
O 1.41118 -3.78159 -0.58321
N -0.65572 -3.57331 0.34573
C -0.71372 -2.20898 0.67741
C -1.80976 -1.78346 1.45273
C -1.94844 -0.47146 1.80187
C -1.00208 0.48832 1.38426
N -1.18470 1.76358 1.76074
C -0.32209 2.68712 1.37659
N -0.60356 3.97172 1.73610
C 0.36245 5.04358 1.74403
C 1.00491 5.17683 3.12854
C -0.07131 5.42611 4.18764
C 0.53912 5.50017 5.58384
C -1.12447 4.31895 4.10202
C -1.67614 4.21063 2.67936
C 0.80025 2.35465 0.56419
C 1.01748 1.06537 0.17386
C 2.18878 0.71107 -0.68816
C 0.09704 0.06114 0.59399
C 0.22503 -1.29513 0.25871
H -1.41135 -0.46156 -6.18978
H -0.98396 -2.17030 -6.21897
H -2.14072 -1.57234 -5.02939
H -0.32630 -0.15435 -4.02039
H 0.82986 -0.86645 -5.14717
H -0.78064 -2.41078 -3.06118
H 0.89471 -1.89499 -2.87545
H -0.16684 -3.94309 -4.87444
H 1.48218 -3.26727 -4.93087
H 1.70909 -4.16345 -2.61515
H 0.50431 -7.33259 -1.85171
H 1.81023 -6.14712 -1.59898
H -1.08484 -5.83346 -0.66995
H 0.27132 -6.29415 0.37555
H -1.47942 -4.09628 0.61038
H -2.54323 -2.51201 1.77204
H -2.78105 -0.13618 2.39992
H 1.12518 4.88891 0.98319
H -0.16953 5.97086 1.49999
H 1.72634 5.99600 3.12208
H 1.53870 4.25269 3.36274
H -0.55649 6.38477 3.96669
H 1.02899 4.56164 5.83446
H -0.23109 5.69336 6.32689
H 1.27704 6.29760 5.63771
H -1.94021 4.52074 4.79775
H -0.67311 3.36264 4.37390
H -2.37957 3.38303 2.60165
H -2.17367 5.14493 2.39792
H 1.48723 3.12038 0.24022
H 2.79805 1.58903 -0.88942
H 2.80809 -0.04023 -0.20082
H 1.84651 0.30116 -1.63776
H 1.06433 -1.62845 -0.32528
*
```

---

Molecular formula: C34H30NiO2SSb2
Method: DFT, wB97M-V/def2-TZVPD

Values from the calculation:
relative energy (zero: lowest compared OMol25 entry of this formula, charge and spin): 0.0 kJ/mol
⟨S²⟩: 2.0118
HOMO energy (alpha / beta): -7.39 / -7.50 eV

Geometry as ORCA input:
```
! wB97M-V def2-TZVPD RIJCOSX def2/J DEFGRID3
* xyz 0 3
Ni 3.44194 11.10608 14.12144
C 4.85262 14.42373 15.01477
C 3.77131 15.43315 14.72909
C 2.52725 14.89179 14.03825
Sb 1.77830 13.12021 14.99290
C 1.95710 13.79753 17.02341
C 1.38515 15.03088 17.32452
C 1.31822 15.47695 18.64010
C 1.88176 14.74186 19.67661
C 2.55309 13.54869 19.34816
C 2.55765 13.08085 18.02931
C -0.32991 13.43870 14.84257
C -0.87360 13.95150 13.68020
C -2.21515 14.18430 13.53512
C -3.08330 13.88362 14.56843
C -2.59339 13.32248 15.73089
C -1.22979 13.10186 15.87473
Sb 5.09064 12.93800 13.48651
C 5.09437 14.22697 11.76941
C 5.84260 15.41877 11.86096
C 5.78757 16.35356 10.79659
C 5.06364 16.03781 9.66810
C 4.34401 14.86830 9.56990
C 4.33943 13.96885 10.62572
C 7.16803 12.53142 13.71004
C 8.08598 12.76332 12.66795
C 9.43367 12.57706 12.88906
C 9.87453 12.13370 14.12884
C 8.97916 11.88641 15.14726
C 7.61635 12.11147 14.94907
H 4.63169 13.81744 15.89237
H 5.82339 14.91485 15.26476
H 4.16907 16.21007 14.10816
H 3.47171 15.91195 15.67008
H 2.63604 14.63675 12.97073
H 1.71495 15.58424 14.10045
H 0.87047 15.61909 16.55152
H 0.79276 16.41783 18.85477
H 1.79094 15.04270 20.71590
H 3.02256 12.93333 20.09940
H 3.02597 12.14723 17.82330
H -0.22157 14.17728 12.85930
H -2.61447 14.59918 12.62201
H -4.11710 14.13992 14.43178
H -3.30738 13.08691 16.54867
H -0.86074 12.75441 16.81938
H 6.41424 15.66815 12.75576
H 6.33396 17.26683 10.84572
H 5.03241 16.72596 8.86115
H 3.75155 14.73997 8.67087
H 3.82429 13.02635 10.58644
H 7.75909 13.10678 11.70055
H 10.13627 12.80084 12.12283
H 10.92500 12.02093 14.30091
H 9.38631 11.59141 16.11130
H 6.93932 12.04115 15.80902
O 5.85160 9.14509 12.09562
C 5.14417 9.20401 13.07796
O 3.87996 9.65118 13.01953
C 5.67948 8.69718 14.43596
C 6.41393 7.52863 14.33004
C 7.11286 7.01924 15.42656
C 7.03688 7.70785 16.62346
C 6.14291 8.77033 16.79280
C 5.46388 9.30477 15.70494
S 4.45033 10.68519 16.02152
H 6.49402 7.03352 13.39015
H 7.71987 6.14554 15.36600
H 7.57994 7.37105 17.50505
H 6.05276 9.20482 17.78810
*
```

---

Molecular formula: C38H107N7O12
Method: DFT, wB97M-V/def2-TZVPD

Values from the calculation:
relative energy (zero: lowest compared OMol25 entry of this formula, charge and spin): 646.0 kJ/mol
HOMO energy: -8.97 eV
SMILES: COC[C@H](C)N.COC[C@H](C)N.COC[C@H](C)N.COC[C@H](C)N.COC[C@H](C)N.COC[C@H](C)N.COC[C@H](C)N.CCO.CCO.CCO.CCO.CCO

Geometry as ORCA input:
```
! wB97M-V def2-TZVPD RIJCOSX def2/J DEFGRID3
* xyz 0 1
C -4.90014 -9.00801 3.26188
O -3.89571 -8.92383 2.30924
C -4.16528 -9.36766 0.97158
C -2.95362 -9.04743 0.04085
C -2.86694 -7.56084 -0.28488
N -3.06110 -9.89518 -1.16759
H -5.20246 -10.05266 3.33534
H -5.59208 -8.17985 3.10866
H -4.37504 -8.79373 4.19271
H -4.15494 -10.44982 1.10156
H -5.10229 -9.04876 0.51505
H -2.04150 -9.40120 0.52146
H -3.81837 -7.15076 -0.62357
H -2.04592 -7.34937 -0.96994
H -2.63350 -6.93201 0.57429
H -4.00331 -9.73999 -1.49663
H -3.05241 -10.86015 -0.86948
C -5.15336 -15.69983 4.26278
O -4.94621 -17.02898 3.85726
C -5.60958 -17.93042 4.72078
C -5.47617 -19.32463 4.06425
C -6.12573 -20.39342 4.96770
N -4.11494 -19.80283 3.90054
H -6.17658 -15.37207 4.44634
H -4.84939 -15.07982 3.41939
H -4.58587 -15.45409 5.16037
H -5.14595 -18.00761 5.70424
H -6.66793 -17.69071 4.82343
H -6.12251 -19.23428 3.19122
H -6.31463 -21.33246 4.44751
H -7.11155 -20.03915 5.26900
H -5.55593 -20.69624 5.84618
H -4.05798 -20.71763 3.47629
H -3.51178 -19.15779 3.41040
C -1.82023 -1.55245 -0.91595
O -1.47584 -0.56821 -1.96398
C -0.05181 -0.36413 -2.05170
C 0.27244 0.47916 -3.22785
C 1.70599 0.98208 -3.30998
N -0.55942 1.72183 -3.28721
H -1.64512 -1.18149 0.09390
H -1.43964 -2.55454 -1.11363
H -2.89297 -1.68075 -1.06048
H 0.30550 0.16103 -1.16589
H 0.60765 -1.22660 -2.14843
H 0.13655 -0.13018 -4.12134
H 2.40092 0.14441 -3.36894
H 1.98635 1.67473 -2.51641
H 1.79693 1.54004 -4.24192
H -0.06371 2.40804 -2.73631
H -1.24658 1.43705 -2.60396
C -3.28590 -19.49952 -1.74685
O -4.13040 -18.63778 -2.52342
C -5.15261 -17.98315 -1.78544
C -5.89494 -16.91445 -2.64090
C -6.70380 -17.42475 -3.86932
N -4.80957 -16.11006 -3.11635
H -3.86186 -20.41094 -1.58660
H -2.91345 -19.09592 -0.80531
H -2.36762 -19.71283 -2.29400
H -5.72998 -18.59671 -1.09387
H -4.50723 -17.62283 -0.98435
H -6.55807 -16.37211 -1.96693
H -7.42307 -16.64403 -4.11681
H -7.21024 -18.31221 -3.48985
H -6.23377 -17.71540 -4.80883
H -4.05633 -16.75015 -3.32373
H -4.50694 -15.59907 -2.29941
C -8.78496 -4.32023 2.47865
O -9.70441 -3.70989 1.63877
C -10.56617 -2.81529 2.23715
C -11.19253 -1.73911 1.35831
C -10.21516 -0.65100 0.87677
N -12.22722 -0.99448 2.10904
H -7.96045 -3.69596 2.82298
H -8.37353 -5.17881 1.94793
H -9.31857 -4.84165 3.27332
H -11.45888 -3.36741 2.53094
H -10.20997 -2.28999 3.12330
H -11.71442 -2.24709 0.54733
H -10.54819 0.00804 0.07500
H -9.31286 -1.19722 0.60180
H -9.81140 -0.05754 1.69707
H -12.79709 -0.45198 1.47576
H -12.80053 -1.55412 2.72404
C -7.97625 -4.68527 8.09823
O -9.36360 -5.01794 8.35957
C -10.22757 -4.00250 8.78501
C -9.91047 -3.32761 10.15234
C -9.60727 -4.31670 11.28270
N -11.00087 -2.47021 10.52798
H -7.82973 -3.99799 7.26500
H -7.58168 -5.64421 7.76230
H -7.53285 -4.45055 9.06591
H -10.28708 -3.26835 7.98153
H -11.22855 -4.43321 8.75977
H -9.00293 -2.74276 10.00266
H -8.95506 -5.15631 11.04236
H -10.59703 -4.72364 11.48972
H -9.37302 -3.72096 12.16493
H -11.38270 -1.97178 9.73686
H -11.69551 -3.15562 10.78837
C -13.37842 -10.21773 -0.38393
O -12.71886 -9.85341 0.79471
C -11.67863 -10.68850 1.30129
C -10.51327 -10.85738 0.35024
C -9.38487 -11.78960 0.92439
N -9.94103 -9.57252 0.05366
H -14.23370 -9.57512 -0.59288
H -13.53747 -11.28072 -0.56520
H -12.65478 -9.90393 -1.13625
H -11.41316 -10.13167 2.19994
H -12.12815 -11.62768 1.62370
H -10.98699 -11.26163 -0.54435
H -8.47230 -11.91884 0.34248
H -9.85059 -12.74479 1.16690
H -8.96590 -11.29850 1.80266
H -10.67341 -8.96016 -0.27609
H -9.76971 -9.21218 0.98151
C -0.56057 -4.78328 -7.15056
C -0.84875 -4.61373 -5.69337
O 0.24374 -5.29645 -5.11176
H -1.44103 -4.37470 -7.64649
H -0.42065 -5.83710 -7.39134
H 0.24023 -4.21285 -7.62114
H -1.75727 -5.11369 -5.35761
H -1.03174 -3.59800 -5.34278
H 0.08964 -6.24400 -5.11125
C 1.03948 -14.40973 -0.90872
C -0.28870 -14.86973 -1.61020
O -1.29320 -14.68400 -0.68017
H 0.96597 -13.38618 -0.54119
H 1.87899 -14.23711 -1.58216
H 1.39340 -15.16017 -0.20184
H -0.17940 -15.91334 -1.90516
H -0.50576 -14.20712 -2.44801
H -1.05975 -15.25406 0.05614
C 0.98828 -11.30200 -5.51206
C 1.00623 -10.42315 -4.25703
O -0.15294 -9.61445 -4.23749
H 0.27458 -12.12496 -5.47356
H 1.92626 -11.83888 -5.65365
H 0.77480 -10.66360 -6.36937
H 1.83679 -9.71992 -4.31815
H 1.12184 -10.98219 -3.32848
H -0.76863 -9.79514 -3.52344
C -2.01187 -4.85339 6.97140
C -1.48870 -3.49267 6.57339
O -1.33351 -3.56251 5.17147
H -2.78405 -5.18728 6.27832
H -2.25115 -4.91559 8.03298
H -1.22474 -5.58758 6.79967
H -0.53275 -3.36096 7.08024
H -2.14773 -2.69782 6.92267
H -1.30387 -2.62847 4.95168
C -5.73430 -10.48583 -5.39298
C -6.90702 -9.72200 -4.67260
O -6.44321 -9.70358 -3.33990
H -6.00519 -10.57185 -6.44527
H -5.63621 -11.45410 -4.90215
H -4.81756 -9.89636 -5.37733
H -7.89528 -10.12230 -4.89887
H -6.89637 -8.65353 -4.88791
H -7.21401 -9.44016 -2.83189
*
```